[1]
Molecular formula: C22H19BrN2O5S
Method: DFT, the ωB97M-V functional and the def2-TZVPD basis

```
! wB97M-V def2-TZVPD RIJCOSX def2/J DEFGRID3
* xyz 0 1
O -0.12074 0.60852 -0.44892
O 7.99498 -1.84874 0.67619
Br 2.88844 -2.83266 -0.94597
N -3.95881 2.77007 0.58741
O 6.76107 -2.18226 -1.18790
O 4.83863 -2.20379 1.23862
O 4.37190 -1.05819 3.73956
S -2.47449 1.42008 2.52554
C -0.96124 0.99206 0.38182
C 6.92156 -1.78810 0.09560
C -2.92462 2.06955 0.98409
C -1.05847 0.62273 1.83639
C -0.25153 -0.11828 2.66837
C 1.22649 -1.45787 1.04856
C 2.08686 -0.65470 3.13765
C -1.93957 2.52190 -2.39641
C -2.65070 3.24276 -3.36101
C 2.52342 -1.94809 0.71359
C -3.69035 3.02958 -0.77137
C 3.38075 -1.18379 2.81836
C 3.58686 -1.78827 1.59270
C 1.01153 -0.72119 2.26681
C -2.46336 2.48665 -1.12422
C -3.84648 3.89271 -3.07424
C -4.40083 3.73708 -1.75866
N -2.00176 1.79317 -0.00165
C 5.74759 -1.15551 0.83732
C -4.53554 4.64188 -4.17266
C -5.75311 4.32727 -1.43862
C 4.09892 -2.55876 5.62182
C 4.78257 -2.31447 4.30924
H 7.55628 -2.64116 -1.47100
H -0.53627 -0.12930 3.70917
H 0.35417 -1.60617 0.38690
H 1.99668 -0.18360 4.10578
H -1.04153 2.01604 -2.65446
H -2.25529 3.22540 -4.37985
H 5.24520 -0.47849 0.15239
H 6.09911 -0.56816 1.67375
H -3.84698 4.75020 -5.02742
H -5.41277 4.09860 -4.49479
H -4.89332 5.63354 -3.81656
H -6.51263 3.85480 -2.06957
H -5.70459 5.38641 -1.62579
H -6.08437 4.16250 -0.41175
H 4.35664 -3.55908 5.97680
H 3.04679 -2.57951 5.49622
H 4.43792 -1.82165 6.38519
H 5.87567 -2.30206 4.48281
H 4.58815 -3.14076 3.64304
*
```

* LUMO energy: -0.90 eV
* E_HOMO: -8.25 eV
* frontier orbital gap: 0.26988 Eh
* structure (SMILES): CCOc1cc(/C=c2/sc3nc4c(C)c(C)ccc4n3c2=O)cc(Br)c1OCC(=O)O

Atom charges from the natural (NBO) analysis, given in e for atoms 1 to 5:
1 O -0.553
2 O -0.578
3 Br 0.085
4 N -0.452
5 O -0.666



[2]
Molecular formula: C22H19BrN4O2
Method: DFT, the ωB97M-V functional and the def2-TZVPD basis

```
! wB97M-V def2-TZVPD RIJCOSX def2/J DEFGRID3
* xyz 0 1
O 1.00835 3.68564 -3.87306
Br -6.91728 -1.50988 2.09137
N -1.19733 0.08523 2.95496
N 4.48783 2.93472 -4.04627
O 3.24036 -0.31681 -1.82727
C 2.12215 3.66068 -4.24360
C -0.67640 -0.86548 2.25184
C 5.38418 2.02384 -3.57139
C 3.20958 2.77103 -3.72708
C -5.01131 -3.98679 4.86970
C -6.02243 -3.48775 4.10346
C 5.05005 1.04495 -2.69793
C 2.71243 1.66100 -2.98426
C 1.49355 0.80299 -0.17195
C 1.98930 -1.49509 -0.26947
C 0.61905 0.55863 0.85770
C 1.10234 -1.75143 0.76748
C -3.76469 -3.45398 4.81791
C -4.36095 -1.93950 3.08189
C -5.66839 -2.43232 3.18945
C 3.67312 0.77482 -2.50269
C 2.29480 -0.23646 -0.74146
C 0.44656 -0.70644 1.37286
C -3.41102 -2.40402 3.94035
N 2.36840 4.50125 -5.29222
N -2.25290 -0.37221 3.69426
C 1.38347 4.75706 -6.40412
C -1.21563 -2.19536 2.55189
C -1.98208 -1.86978 3.82637
H 6.41047 2.24707 -3.91859
H -5.12206 -4.81984 5.53258
H -7.03743 -3.94651 4.40714
H 5.77016 0.38316 -2.29367
H 1.66645 1.49644 -2.76332
H 1.66095 1.81444 -0.63868
H 2.33995 -2.39454 -0.73777
H 0.05170 1.45507 1.22661
H 0.98873 -2.74040 1.12340
H -2.98436 -3.72254 5.48909
H -4.10048 -1.14634 2.36056
H 3.30298 4.43559 -5.63027
H -2.51810 0.08169 4.66394
H 0.35670 4.31731 -6.13505
H 1.73376 4.27034 -7.30627
H 1.15830 5.78707 -6.49171
H -1.95794 -2.54481 1.81859
H -0.51898 -3.04729 2.62854
H -1.30588 -2.16444 4.64614
*
```

* LUMO energy: 0.30 eV
* E_HOMO: -8.03 eV
* frontier orbital gap: 0.30607 Eh
* structure (SMILES): CNC(=O)c1cc(Oc2ccc(C3=NN[C@@H](c4cccc(Br)c4)C3)cc2)ccn1

Atom charges from the natural (NBO) analysis, given in e for atoms 1 to 5:
1 O -0.591
2 Br 0.058
3 N -0.209
4 N -0.433
5 O -0.484



[3]
Molecular formula: C22H19ClN4O5
Method: DFT, the ωB97M-V functional and the def2-TZVPD basis

```
! wB97M-V def2-TZVPD RIJCOSX def2/J DEFGRID3
* xyz 0 1
C 6.45228 3.12558 -0.03266
H 6.58869 4.17797 0.21038
H 6.48317 2.99512 -1.11891
H 7.25482 2.53870 0.42505
O 5.19464 2.77474 0.49229
C 4.76735 1.50062 0.32846
C 5.45547 0.50519 -0.30975
C 4.91812 -0.79477 -0.42969
N 5.66003 -1.72710 -1.05226
C 5.18225 -2.93835 -1.15022
C 3.92554 -3.32310 -0.67119
C 3.13675 -2.38026 -0.04904
C 3.63400 -1.06443 0.11612
C 2.94690 -0.03430 0.79449
C 3.48163 1.22083 0.89936
O 2.89245 2.27288 1.51790
C 1.60453 2.09514 2.05527
H 1.31863 3.06596 2.45641
H 1.60357 1.35554 2.86278
H 0.88608 1.79176 1.28617
H 1.99204 -0.25674 1.24190
O 1.92788 -2.78901 0.46162
C 0.78818 -2.09443 0.17390
C 0.64025 -1.27296 -0.93880
C -0.56378 -0.64170 -1.18067
C -1.65618 -0.81945 -0.33483
C -1.49394 -1.65815 0.77413
C -0.29252 -2.28673 1.03097
H -0.17984 -2.93155 1.88724
Cl -2.82176 -1.92030 1.85831
N -2.89477 -0.22290 -0.54613
C -3.23289 0.65052 -1.52486
O -2.50784 1.12092 -2.37340
N -4.57706 1.02778 -1.50732
C -5.59369 0.61264 -0.69571
N -5.44991 -0.22705 0.30654
O -6.67947 -0.39624 0.86861
C -7.57829 0.34515 0.20612
C -6.95526 1.01647 -0.80429
H -7.38060 1.68952 -1.51745
C -8.99064 0.30448 0.65262
H -9.38033 -0.70828 0.56273
H -9.05931 0.59676 1.69892
H -9.58999 0.97710 0.04721
H -4.82246 1.67870 -2.24050
H -3.64097 -0.49695 0.09858
H -0.67400 -0.00193 -2.04021
H 1.46729 -1.12738 -1.61681
H 3.56699 -4.33289 -0.78767
H 5.81721 -3.65832 -1.64968
H 6.42874 0.66520 -0.74201
*
```

* LUMO energy: 0.59 eV
* E_HOMO: -8.09 eV
* frontier orbital gap: 0.31892 Eh
* structure (SMILES): COc1cc2nccc(Oc3ccc(NC(=O)Nc4cc(C)on4)c(Cl)c3)c2cc1OC

Atom charges from the natural (NBO) analysis, given in e for atoms 1 to 5:
1 C -0.252
2 H 0.201
3 H 0.179
4 H 0.179
5 O -0.474



[4]
Molecular formula: C22H19CoIN3O
Method: DFT, the ωB97M-V functional and the def2-TZVPD basis

```
! wB97M-V def2-TZVPD RIJCOSX def2/J DEFGRID3
* xyz 1 2
Co -0.16512 0.61870 -0.86850
C -1.22166 -1.65232 -4.32818
C -1.58512 -2.84638 -3.72031
C -1.52242 -2.96250 -2.33679
C -1.09168 -1.87979 -1.57951
C -0.69804 -0.67825 -2.17828
C -0.77907 -0.57543 -3.55930
C -1.10305 -1.87190 -0.10642
C -1.18395 -3.04269 0.68332
C -1.15894 -2.93608 2.03447
C -1.10711 -1.66091 2.64452
C -1.12566 -1.48860 4.04889
C -1.11940 -0.23834 4.59235
C -1.10501 0.89375 3.74536
C -1.07078 0.75402 2.38624
C -1.05462 -0.53346 1.80410
N -1.01550 -0.66725 0.43619
H -1.29426 -1.55060 -5.40456
H -1.93438 -3.67788 -4.31798
H -1.83868 -3.88562 -1.86561
H -0.51355 0.35214 -4.06250
H -1.23464 -4.00994 0.20580
H -1.18121 -3.82269 2.65831
H -1.15195 -2.36723 4.68357
H -1.13812 -0.10909 5.66650
H -1.13409 1.88419 4.18168
H -1.08714 1.62143 1.74026
I -2.36127 2.65199 -1.42558
C -0.76542 3.37633 -0.29358
C -0.81660 4.59336 0.35507
C 0.27054 4.94298 1.14199
C 1.35245 4.08269 1.24485
C 1.31379 2.89021 0.55032
N 0.26647 2.54079 -0.20871
H -1.67666 5.23810 0.25036
H 0.26649 5.88510 1.67511
H 2.21192 4.32621 1.85346
H 2.12238 2.17241 0.59246
C 3.88446 -1.08680 -0.69551
C 2.64721 -0.47521 -1.27546
N 2.59555 -0.29133 -2.60028
O 1.70163 -0.17303 -0.53539
H 4.69239 -1.17528 -1.41873
H 3.62803 -2.07795 -0.32127
H 4.21333 -0.48819 0.15175
H 3.34398 -0.59232 -3.19955
H 1.72447 -0.00729 -3.02491
*
```

* LUMO energy (alpha / beta): -3.14 / -2.99 eV
* E_HOMO (alpha / beta): -10.95 / -10.92 eV
* frontier orbital gap (alpha / beta): 0.28715 / 0.29131 Eh
* expectation value of S²: 0.840

Atom charges from the natural (NBO) analysis, given in e for atoms 1 to 5:
1 Co 1.053
2 C -0.185
3 C -0.224
4 C -0.185
5 C -0.070



We obtain relative energy (zero: lowest compared OMol25 entry of this formula, charge and spin) values of 0.0, 47.1, 0.0, 0.0 kcal/mol for the records listed above, in that order.
We obtain total energy values of -117217.10590, -103217.27052, -51841.99980, -75363.45469 eV for the records listed above, in that order.